Here is a structure of composition C2H6LiO from OMol25. Energies are from ωB97M-V/def2-TZVPD.

The charge is +1. The highest occupied orbital energy comes out at -14.62 eV.

The geometry in XYZ format:
```
10
Properties=species:S:1:pos:R:3:forces:R:3
O -0.48407 -0.16341 -0.12296 -0.90 -0.30 -0.23
C 0.30126 0.70025 -0.92046 0.23 0.66 -0.91
C 0.21441 -0.52618 1.05143 0.14 -0.53 1.01
H -0.28542 0.95265 -1.81975 0.30 -0.07 0.36
H 1.24122 0.21802 -1.23751 -0.34 0.05 0.16
H 0.54729 1.63401 -0.38738 -0.15 -0.34 -0.07
H 1.15066 -1.06083 0.81866 -0.33 0.18 -0.05
H 0.45672 0.35517 1.66879 -0.14 -0.21 -0.29
H -0.43763 -1.19673 1.63609 0.32 0.28 -0.20
Li -2.70445 -0.91296 -0.68694 0.87 0.29 0.22
```
Positions in Å, forces in eV/Å.

=====

Here is the molecule C4H6O2 from OMol25. Energies are from ωB97M-V/def2-TZVPD.

The highest occupied orbital energy comes out at -9.42 eV.

The geometry in XYZ format:
```
12
Properties=species:S:1:pos:R:3:forces:R:3
O -1.09789 -1.30224 -1.67945 0.57 0.10 0.40
C -0.38143 -0.91750 -0.80476 -0.03 -0.32 -0.32
C 1.02927 -0.73811 -0.30493 0.16 -0.22 -0.16
C -0.21581 -0.53233 0.59543 -0.20 0.00 0.07
C -0.53823 0.95685 0.68205 -0.07 -0.04 0.32
O -0.53387 1.51762 -0.62046 0.17 0.22 -0.04
H 1.73511 0.09887 -0.32208 -0.33 -0.10 -0.51
H 1.54877 -1.68928 -0.32249 -0.06 -0.11 0.35
H -0.42762 -1.18024 1.44149 -0.05 0.14 -0.07
H 0.16766 1.49464 1.33029 -0.04 -0.16 0.01
H -1.54738 1.09736 1.07059 0.06 -0.02 0.02
H 0.26142 1.19434 -1.06569 -0.17 0.50 -0.08
```
Positions in Å, forces in eV/Å.

=====

Here is the molecule C44H60N6O22 from OMol25. Energies are from ωB97M-V/def2-TZVPD.

The highest occupied orbital energy comes out at -9.15 eV.

The geometry in XYZ format:
```
132
Properties=species:S:1:pos:R:3:forces:R:3
C 2.88596 -4.26321 -3.44790 -0.01 0.06 0.05
C 3.44235 -3.04903 -2.77425 0.02 -0.21 -0.16
O 3.47556 -1.93939 -3.24708 -0.01 0.14 0.02
O 3.91237 -3.34505 -1.55415 -0.01 -0.41 0.08
C 4.36644 -2.26491 -0.76139 -0.07 0.68 0.14
H 4.91033 -1.55817 -1.39711 -0.02 -0.11 0.16
H 5.03055 -2.69245 -0.00916 -0.04 0.05 -0.10
C 3.21023 -1.54753 -0.04780 0.07 0.17 -0.63
C 3.41424 -0.02399 -0.05392 0.10 -0.02 0.76
C 2.37575 0.69223 0.82202 0.10 -0.56 -0.34
C 2.22134 0.00405 2.18624 -0.70 0.09 -0.37
H 1.32531 0.39156 2.68468 0.20 -0.13 -0.11
O 3.37149 0.28481 2.97052 0.28 -0.34 -0.11
C 3.29305 1.29948 3.84702 0.13 0.12 0.34
O 2.27446 1.86869 4.13444 -0.06 0.12 -0.06
C 4.64665 1.58894 4.42981 -0.16 0.03 0.01
H 4.54627 2.22553 5.30335 -0.03 0.00 -0.01
H 5.24330 2.09889 3.67652 0.08 0.02 -0.07
H 5.14624 0.65877 4.68396 0.08 -0.05 0.01
C 2.10853 -1.52012 2.03502 0.22 0.23 0.78
O 0.85038 -1.78116 1.50449 -0.06 0.09 -0.18
C 0.54790 -3.17292 1.30375 -0.06 0.00 -0.06
C -0.06177 -3.32248 -0.04537 -0.68 0.14 0.12
C -1.36316 -3.10952 -0.45994 0.61 -0.15 0.13
N -1.32490 -3.29631 -1.79428 0.22 0.02 1.05
N -0.09223 -3.60172 -2.17217 -0.03 -0.27 -0.98
N 0.66972 -3.61865 -1.13924 0.44 -0.08 0.36
C -2.40091 -3.07764 -2.72509 -0.31 0.05 -0.95
H -3.31918 -3.44781 -2.26259 0.11 -0.03 -0.03
H -2.48522 -1.99360 -2.89905 -0.07 -0.38 0.05
C -2.17785 -3.78836 -4.06940 -0.32 -0.35 0.56
C -3.44439 -3.67957 -4.93498 0.19 0.10 -0.03
H -4.34306 -3.54644 -4.33866 -0.08 -0.06 0.04
C -3.12214 -2.47466 -5.81117 0.29 -0.17 0.06
H -3.68780 -2.45210 -6.73920 -0.03 0.04 -0.06
H -3.27209 -1.54266 -5.26584 -0.03 0.09 0.00
C -1.62583 -2.67913 -6.04219 -0.34 0.41 -0.42
C -0.89991 -1.39733 -6.50231 0.00 -0.57 -0.26
C 0.54756 -1.63993 -6.94444 -0.19 0.19 0.15
H 0.83305 -0.89245 -7.68608 0.01 -0.03 -0.04
C 1.31399 -1.43155 -5.64409 -0.12 0.12 0.00
H 1.31322 -2.35110 -5.06294 0.09 -0.05 0.05
H 2.33890 -1.10398 -5.79270 0.07 -0.04 0.05
C 0.47028 -0.38058 -4.91550 0.37 0.03 0.35
H 0.85898 0.63736 -5.06831 -0.01 -0.11 0.03
C 0.40677 -0.67987 -3.41051 0.13 -0.36 -0.91
N -0.50303 0.20559 -2.74696 -0.01 0.87 0.62
C -0.24939 1.41486 -2.21621 -0.58 0.20 0.07
C -1.48136 1.87121 -1.78616 0.76 0.09 -0.33
N -2.39282 0.92343 -2.08913 -0.39 0.45 0.14
N -1.79774 -0.05991 -2.65767 -0.24 -0.84 -0.36
C -1.81530 3.14267 -1.08236 0.03 -0.05 -0.08
H -0.97434 3.84055 -1.19139 -0.14 -0.01 0.00
H -2.72687 3.57989 -1.49553 0.17 0.01 -0.04
O -2.10933 2.97328 0.30490 -0.09 0.04 0.17
C -1.05707 2.46494 1.06684 0.49 0.41 0.01
O -0.85869 1.08370 0.91711 0.06 0.02 0.09
C -1.80673 0.20471 1.50018 -0.23 -0.36 0.50
C -3.15305 0.20404 0.73096 0.48 0.02 -0.51
H -3.35440 1.19968 0.33801 -0.01 -0.32 0.09
H -3.09800 -0.50252 -0.10183 -0.02 0.18 0.13
O -4.26310 -0.10242 1.55822 -0.33 0.02 0.30
C -4.47100 -1.37935 1.89531 -0.23 0.06 0.07
O -3.79418 -2.29196 1.49065 0.20 -0.13 -0.04
C -5.64191 -1.49321 2.82399 0.12 -0.05 0.04
H -6.55760 -1.31259 2.26542 -0.08 0.03 -0.05
H -5.55923 -0.72527 3.59042 -0.04 0.03 0.05
H -5.67325 -2.48396 3.26610 0.02 -0.02 -0.03
C -2.01929 0.52765 2.98114 -0.68 0.02 -0.22
H -2.80779 -0.09875 3.41384 0.19 0.22 -0.19
C -2.40505 2.00327 3.14124 0.06 -0.20 -0.37
C -1.30752 2.87186 2.54027 0.09 -0.51 -0.04
O -1.74615 4.21993 2.61543 -0.30 0.03 0.17
C -0.87672 5.18509 2.31009 -0.03 0.36 0.08
O 0.27139 4.98960 2.00401 0.05 -0.14 -0.04
C -1.53220 6.53521 2.39251 0.12 -0.10 0.03
H -2.10926 6.69178 1.48317 -0.07 0.02 -0.05
H -0.77524 7.30928 2.47330 0.02 -0.02 -0.01
H -2.21158 6.56654 3.23854 -0.07 0.05 0.03
H -0.37437 2.74992 3.10577 -0.12 0.01 -0.13
H -3.35802 2.18952 2.63155 0.16 -0.08 0.03
O -2.54222 2.32201 4.52072 0.35 0.24 -0.02
C -3.66826 1.89616 5.12310 -0.20 0.03 0.30
O -4.57140 1.35853 4.54095 -0.04 -0.01 -0.10
C -3.61952 2.17230 6.59598 -0.02 -0.04 -0.10
H -3.19327 1.28961 7.07131 0.04 -0.03 0.03
H -2.98392 3.02749 6.80095 0.03 0.05 0.08
H -4.62399 2.32575 6.97839 -0.03 0.01 -0.02
O -0.81428 0.26828 3.69481 0.31 0.13 -0.21
C -0.93299 -0.17623 4.95727 0.21 -0.14 0.32
O -1.98368 -0.41333 5.49131 -0.13 -0.04 0.02
C 0.41695 -0.33843 5.59208 -0.16 0.09 0.06
H 0.29983 -0.58395 6.64312 -0.03 -0.05 -0.02
H 0.97900 0.58485 5.47267 0.05 0.00 -0.01
H 0.95749 -1.13431 5.08478 0.09 -0.08 -0.06
H -1.31524 -0.77171 1.42735 -0.23 0.16 0.09
H -0.10711 2.90660 0.72757 -0.25 -0.09 0.08
H 0.72792 1.83926 -2.14972 0.31 0.06 0.03
H 1.40303 -0.57982 -2.97548 -0.08 -0.01 0.06
H 0.04871 -1.70444 -3.29672 0.13 0.23 0.06
O -0.83012 -0.41709 -5.48968 -0.17 0.01 0.13
H 0.69028 -2.63146 -7.36544 0.02 -0.05 -0.09
H -1.50643 -0.97893 -7.31632 0.07 -0.10 0.05
H -1.47547 -3.44301 -6.82617 -0.02 0.13 0.04
O -1.12913 -3.18094 -4.81082 0.23 0.24 -0.09
H -3.55847 -4.57253 -5.55089 -0.03 -0.02 0.04
H -1.89179 -4.83124 -3.87596 -0.09 0.13 -0.05
H -2.25396 -2.87741 0.08399 -0.33 0.13 0.13
H 1.46794 -3.76123 1.35250 -0.13 0.00 0.01
H -0.15265 -3.49198 2.08448 0.14 0.04 -0.06
O 3.15504 -2.04630 1.27636 0.11 -0.08 -0.01
H 2.23780 -1.99340 3.02456 -0.06 0.13 -0.18
H 1.40736 0.71632 0.30835 0.12 -0.03 0.10
O 2.82381 2.01614 1.11192 0.06 0.02 0.21
C 2.61256 3.01346 0.24402 0.14 0.31 0.07
O 2.04045 2.88345 -0.80757 -0.16 0.02 -0.10
C 3.15348 4.30139 0.77901 -0.04 -0.01 -0.01
H 2.35008 4.78151 1.33791 0.03 0.02 0.01
H 3.98722 4.11493 1.44718 0.08 0.03 0.04
H 3.44723 4.94778 -0.04247 0.01 -0.02 -0.04
H 4.41967 0.22842 0.31218 -0.22 -0.08 -0.07
O 3.27131 0.41024 -1.39638 -0.26 -0.20 -0.06
C 4.24483 1.16171 -1.93825 0.10 0.05 -0.22
O 5.22926 1.50791 -1.34187 0.09 0.09 0.06
C 3.91676 1.47123 -3.36739 0.11 -0.03 0.10
H 4.75964 1.96403 -3.84128 0.01 0.01 0.01
H 3.04597 2.12208 -3.39230 -0.11 0.07 -0.01
H 3.67549 0.53903 -3.87305 -0.03 -0.05 -0.08
H 2.27138 -1.77364 -0.57387 0.18 0.02 0.03
H 1.81428 -4.27710 -3.24555 0.00 -0.06 -0.08
H 3.04616 -4.20540 -4.52021 0.03 0.04 -0.05
H 3.33280 -5.15924 -3.03141 0.00 -0.11 -0.01
```
Positions in Å, forces in eV/Å.

=====

ΔE to the lowest compared entry with this formula, charge and spin, respectively: 0.00, 63.76, 0.00 kcal/mol.
LUMO energy, respectively: -5.08, 0.77, 0.65 eV.